Density functional theory data (ωB97M-V/def2-TZVPD) for C27H25GaGeO2 as an isolated structure.

Each line ends with the Löwdin charge.
CARTESIAN COORDINATES (ANGSTROEM)
Ga 0.46963 -0.06349 -0.27506  1.002
C -1.11581 1.26664 1.45720  -0.115
C -2.00484 0.34609 1.99713  -0.046
C -2.99186 -0.21049 1.19502  -0.030
C -3.09191 0.12672 -0.15172  -0.036
C -2.20855 1.03534 -0.71107  -0.080
C -1.22250 1.62243 0.09712  -0.205
H -0.37671 1.75406 2.08194  0.128
H -1.94060 0.07987 3.04336  0.127
H -3.69265 -0.91612 1.62055  0.127
H -3.87317 -0.31132 -0.75769  0.127
H -2.29229 1.32093 -1.75132  0.127
H -0.60942 2.42939 -0.28947  0.116
O -0.48489 -1.79256 0.07374  0.012
C 0.61332 -2.30588 0.45526  -0.589
O 1.59627 -1.51291 0.62229  -0.026
C 0.75851 -3.77342 0.69447  -0.131
C 2.17106 -4.21564 1.06298  -0.217
Ge 3.57247 -3.69444 -0.20915  1.060
C 3.00680 -2.45851 -1.62798  -0.237
C 3.58990 -1.18511 -1.61501  -0.087
C 2.97057 -0.11180 -2.23222  -0.081
C 1.74578 -0.29190 -2.87803  -0.124
C 1.19126 -1.56788 -2.96426  -0.078
C 1.83408 -2.64338 -2.36429  -0.095
C 3.90317 -5.32327 -1.36035  -0.111
C 5.23039 -5.85216 -1.48665  -0.012
C 5.42914 -7.10278 -2.00131  -0.008
C 4.33498 -7.81664 -2.51791  0.057
C 3.02286 -7.27929 -2.47774  -0.006
C 2.81836 -6.03807 -1.95491  -0.049
C 5.28273 -3.22467 0.52936  -0.303
C 6.34277 -2.88413 -0.31697  -0.142
C 7.59162 -2.58377 0.20355  -0.058
C 7.79298 -2.61437 1.57791  -0.051
C 6.75370 -2.95906 2.42747  -0.056
C 5.50232 -3.25949 1.90558  -0.090
H 0.41565 -4.28258 -0.21058  0.125
H 0.01426 -4.01852 1.45853  0.148
H 2.22045 -5.30358 1.11695  0.086
H 2.43513 -3.82913 2.04725  0.081
H 4.51314 -1.01768 -1.07399  0.107
H 3.43029 0.86755 -2.20891  0.125
H 1.26686 0.54249 -3.37569  0.121
H 0.27145 -1.72310 -3.51367  0.126
H 1.38481 -3.62291 -2.46462  0.096
H 6.07008 -5.28803 -1.10490  0.105
H 6.42091 -7.53290 -2.03393  0.133
H 4.49745 -8.78269 -2.97950  0.137
H 2.19660 -7.85658 -2.87026  0.131
H 1.81055 -5.64946 -1.91258  0.101
H 6.20141 -2.85089 -1.39349  0.109
H 8.40643 -2.32373 -0.45851  0.116
H 8.76109 -2.35808 1.98668  0.118
H 6.91420 -2.99154 3.49645  0.116
H 4.70165 -3.52302 2.58635  0.097

Calculated values
E_LUMO (spin up / spin down) = -7.684 / -9.636 eV
spin multiplicity = 1
net charge = +2
orbital gap (spin up / spin down) = 6.69 / 3.93 eV
ΔE to the lowest compared entry with this formula, charge and spin = 0.00 kcal per mole
highest occupied orbital energy (spin up / spin down) = -14.4 / -13.6 eV

***

Density functional theory data (ωB97M-V/def2-TZVPD) for a 2-piece molecular cluster, C5H10S2 overall.

Each line ends with the Löwdin charge.
CARTESIAN COORDINATES (ANGSTROEM)
C 1.06285 2.26009 2.28781  0.093
C 2.16414 1.74660 2.30591  -0.251
C 3.48823 1.12922 2.32765  -0.130
H 0.08682 2.71509 2.27136  0.047
H 3.39819 0.03040 2.36095  0.095
H 4.05220 1.46305 3.21484  0.093
H 4.05608 1.40845 1.42422  -0.033
S 4.16059 1.96954 -0.67724  0.439
S 3.77537 3.97069 -0.63481  0.448
C 2.49910 1.26177 -0.66063  -0.460
C 3.57681 4.28255 1.13298  -0.482
H 2.60644 0.16568 -0.72126  0.047
H 1.90596 1.60551 -1.52470  0.042
H 1.95126 1.51102 0.26368  -0.013
H 2.71898 3.73411 1.55718  -0.013
H 4.48431 4.00572 1.69549  0.041
H 3.40049 5.36396 1.25979  0.037

Calculated values
E_LUMO = 0.841 eV
spin multiplicity = 1
net charge = 0
orbital gap = 9.49 eV
ΔE to the lowest compared entry with this formula, charge and spin = 42.12 kcal per mole
SMILES = C#CC.CSSC
highest occupied orbital energy = -8.6 eV

***

Density functional theory data (ωB97M-V/def2-TZVPD) for a 2-piece molecular cluster, C5H7NO overall.

Each line ends with the Löwdin charge.
CARTESIAN COORDINATES (ANGSTROEM)
C -1.94457 -0.41671 0.45274  -0.113
C -0.96967 0.09375 -0.57673  -0.206
C -0.37708 1.30686 -0.49464  -0.259
N 0.46629 2.15087 -0.35248  0.105
C 1.09851 -0.86630 0.28232  -0.207
O 0.65890 -1.80172 0.81255  0.168
C 2.06777 0.05540 -0.07995  -0.077
H -1.86134 0.14194 1.39076  0.084
H -2.97989 -0.34090 0.10019  0.074
H -1.73630 -1.47212 0.67060  0.064
H -1.04005 -0.32653 -1.58123  0.111
H 2.92382 0.08142 0.59342  0.093
H 1.39652 1.33862 -0.07216  0.061
H 2.29709 0.05543 -1.14541  0.102

Calculated values
E_LUMO = 0.489 eV
spin multiplicity = 1
net charge = 0
orbital gap = 8.93 eV
ΔE to the lowest compared entry with this formula, charge and spin = 84.07 kcal per mole
SMILES = CC=C=N.C=C=O
highest occupied orbital energy = -8.4 eV

***

Density functional theory data (ωB97M-V/def2-TZVPD) for a 2-piece molecular cluster, C5H10O2 overall.

Each line ends with the Löwdin charge.
CARTESIAN COORDINATES (ANGSTROEM)
O -1.36587 1.39193 2.02438  -0.065
C -1.81846 -0.66077 -0.44037  -0.005
C -0.73666 -0.13195 -1.00959  -0.155
C 0.68376 -0.47586 -0.66905  -0.254
C 1.72436 0.65717 -0.67686  -0.157
O 2.19739 0.29504 0.62321  -0.104
C 1.11740 -0.63195 0.80355  -0.147
H -1.69633 0.50508 2.21157  0.028
H -2.82083 -0.38221 -0.75487  0.063
H -1.74396 -1.41410 0.34361  0.072
H -1.32158 1.40130 1.05903  0.011
H -0.86885 0.59981 -1.80890  0.110
H 1.01341 -1.32382 -1.28051  0.145
H 1.28224 1.66462 -0.68927  0.121
H 2.51445 0.60063 -1.43456  0.118
H 1.47639 -1.62038 1.11198  0.120
H 0.38490 -0.25258 1.52649  0.097

Calculated values
E_LUMO = 0.866 eV
spin multiplicity = 1
net charge = 0
orbital gap = 10.58 eV
ΔE to the lowest compared entry with this formula, charge and spin = 67.74 kcal per mole
SMILES = C=CC1COC1.O
highest occupied orbital energy = -9.7 eV

***

Density functional theory data (ωB97M-V/def2-TZVPD) for C8H10N2O2 as an isolated structure.

Each line ends with the Löwdin spin population.
CARTESIAN COORDINATES (ANGSTROEM)
C 1.05644 0.84019 -1.39314  0.128
C 1.41423 1.16097 -0.11767  0.371
C -1.05140 -0.11101 -0.67606  0.301
C -0.17491 0.18371 -1.64124  0.314
C 0.69192 0.59406 1.06585  0.102
C 0.91483 -0.79246 1.45468  0.255
C -0.68545 0.09088 0.65343  0.137
C -0.47406 -0.05204 -3.06843  0.049
N 0.73314 -1.42064 2.58942  0.136
N -1.63351 0.21540 1.69950  0.030
O -2.80245 0.04217 1.40738  0.058
O -1.12331 0.43953 2.81821  0.008
H 1.60165 1.17655 -2.27824  0.000
H 2.25095 1.82830 0.03212  0.024
H -1.86954 -0.72227 -0.94464  0.019
H 0.51505 1.28436 1.87113  0.013
H 1.41630 -1.32716 0.62244  0.010
H -1.19090 -0.88126 -3.19255  0.006
H 0.46712 -0.15331 -3.67151  0.005
H -0.98620 0.76205 -3.44484  0.017
H 0.67447 -0.90175 3.52519  0.006
H 0.25564 -2.25626 2.68898  0.011

Calculated values
⟨S²⟩ = 2.017
E_LUMO (spin up / spin down) = -0.088 / -1.715 eV
spin multiplicity = 3
net charge = 0
orbital gap (spin up / spin down) = 5.19 / 7.47 eV
ΔE to the lowest compared entry with this formula, charge and spin = 50.36 kcal per mole
highest occupied orbital energy (spin up / spin down) = -5.3 / -9.2 eV

***

Density functional theory data (ωB97M-V/def2-TZVPD) for C18H38As4F24N2NiO2 as an isolated structure.

Each line ends with the Löwdin spin population.
CARTESIAN COORDINATES (ANGSTROEM)
Ni -0.67586 -17.13228 2.23070  1.843
As 3.02405 -17.55688 2.89972  0.002
F 3.60946 -18.74206 1.72060  0.002
F 3.06538 -16.27234 1.65281  0.001
F 2.29420 -16.42024 4.07228  0.000
F 2.64907 -18.74870 4.05769  0.001
F 4.60979 -17.33678 3.54399  0.000
F 1.26481 -17.73826 2.29941  0.015
As -4.18228 -15.87041 2.55617  0.003
F -3.45919 -14.43831 3.06373  0.001
F -5.72177 -15.39708 2.77232  0.000
F -4.70956 -17.38440 1.94149  0.001
F -2.42442 -16.40352 2.03544  0.023
F -3.95189 -16.65299 4.01015  0.001
F -4.30371 -15.20205 0.95792  0.002
As -1.45221 -20.85365 2.75736  0.001
F 0.27823 -20.92119 3.01404  0.000
F -1.18213 -20.42487 1.14705  0.000
F -3.16862 -20.77505 2.46853  0.001
F -1.86347 -21.28956 4.49067  0.001
F -1.45856 -19.00639 3.10982  0.021
F -1.47606 -22.49657 2.47928  0.000
As -1.09843 -16.94961 6.16352  0.002
F 0.28971 -15.91816 6.37539  0.001
F -2.17223 -15.65852 5.89167  0.001
F -2.38908 -18.10501 5.89186  0.001
F 0.02032 -18.32144 6.23106  0.001
F -1.42948 -16.97058 7.80236  0.000
F -0.74814 -16.91711 4.31019  0.018
C 0.85438 -19.83021 -1.50869  0.000
C 0.53504 -18.30285 -1.69529  0.001
C 0.45309 -18.00520 -3.17190  0.000
C -0.92082 -18.42095 -3.80557  0.000
C -2.02109 -17.69499 -3.09605  0.000
C -2.03354 -17.99503 -1.61305  0.001
N -0.64662 -17.72410 -1.08980  0.005
O -0.76741 -18.00061 0.34614  0.022
C -2.99638 -16.97332 -1.03660  0.000
C -2.60111 -19.40344 -1.37339  0.000
C 1.76953 -17.55685 -1.22888  0.000
H 1.28364 -20.09769 -0.56342  0.000
H 1.56759 -20.02644 -2.31967  0.000
H -0.04427 -20.49488 -1.61092  0.000
H 0.62381 -16.94032 -3.33257  0.000
H 1.20560 -18.62328 -3.57479  0.000
H -0.99898 -19.48924 -3.63515  0.000
H -1.02236 -18.17929 -4.87066  0.000
H -2.99459 -17.91319 -3.50006  0.000
H -1.93139 -16.66642 -3.34254  0.000
H -3.94182 -17.24860 -1.45381  0.000
H -3.15239 -17.04922 0.05743  0.000
H -2.66022 -15.95120 -1.21964  0.000
H -2.80576 -19.59939 -0.31611  0.000
H -3.56298 -19.28450 -1.85118  0.000
H -2.01906 -20.19539 -1.82012  0.000
H 1.65233 -16.48507 -1.38312  0.000
H 2.63496 -17.90302 -1.71207  0.000
H 1.96430 -17.68988 -0.16306  0.000
H -1.01777 -18.91542 0.39882  0.001
C -0.20473 -14.10990 -1.17462  0.000
C 0.50626 -13.36485 -0.09834  0.001
C 0.25210 -11.79115 -0.25601  0.000
C 0.62179 -11.05703 1.07834  0.000
C -0.06602 -11.70554 2.29020  0.000
C 0.41372 -13.22190 2.55519  0.000
N -0.01657 -13.83925 1.23157  0.002
O 0.41256 -15.30748 1.35604  0.023
C 1.96474 -13.16146 3.00246  0.000
C -0.46833 -13.84333 3.63660  0.000
C 2.08330 -13.50930 -0.23385  0.000
H -1.20650 -13.72646 -1.31902  0.000
H -0.34644 -15.13395 -0.89975  0.000
H 0.43840 -14.10319 -2.02822  0.000
H 0.89926 -11.49838 -1.10740  0.000
H -0.78514 -11.58758 -0.41501  0.000
H 0.38976 -10.02418 1.05700  0.000
H 1.67225 -11.01880 1.27230  0.000
H -1.16725 -11.80273 2.21035  0.000
H 0.16563 -11.18020 3.22563  0.000
H 1.90858 -12.84117 4.07565  0.000
H 2.59406 -14.08542 3.02277  0.000
H 2.49876 -12.44179 2.39200  0.000
H -0.41059 -13.34691 4.60715  0.000
H -1.46345 -13.65323 3.20022  0.000
H -0.29436 -14.89733 3.75222  0.000
H 2.67529 -12.85790 0.42384  0.000
H 2.32194 -13.10003 -1.23489  0.000
H 2.53467 -14.46988 -0.18375  0.000
H 1.33438 -15.28966 1.68344  0.000

Calculated values
⟨S²⟩ = 2.003
E_LUMO (spin up / spin down) = 3.913 / 3.912 eV
spin multiplicity = 3
net charge = -2
orbital gap (spin up / spin down) = 9.01 / 9.02 eV
highest occupied orbital energy (spin up / spin down) = -5.1 / -5.1 eV

***

Density functional theory data (ωB97M-V/def2-TZVPD) for one molecule with the formula C6H5NOS.

Each line ends with the Löwdin charge.
CARTESIAN COORDINATES (ANGSTROEM)
C -1.22933 -1.37459 -0.03469  -0.148
C -1.10890 -0.02688 -0.18831  -0.063
C 0.01802 -1.98399 0.17615  0.000
C 0.93762 1.49757 0.06770  -0.022
C 0.25391 0.30677 0.03665  -0.373
C 1.06335 -0.82117 0.04220  -0.338
N 2.32712 1.30649 0.09797  -0.119
O 3.61786 -0.97216 -0.65205  -0.471
S 2.69515 -0.45440 0.34289  0.962
H -2.01945 -2.05821 -0.21524  0.090
H -1.74400 0.93228 -0.42197  0.146
H 0.13574 -3.07427 0.37478  0.104
H 0.47817 2.45093 0.06912  0.121
H 3.01912 2.02776 -0.07948  0.111

Calculated values
E_LUMO (spin up / spin down) = -0.780 / -0.779 eV
spin multiplicity = 1
net charge = 0
orbital gap (spin up / spin down) = 7.09 / 7.09 eV
ΔE to the lowest compared entry with this formula, charge and spin = 55.16 kcal per mole
highest occupied orbital energy (spin up / spin down) = -7.9 / -7.9 eV

***

Density functional theory data (ωB97M-V/def2-TZVPD) for C24H14BrCl2N4O2Pd as an isolated structure.

Each line ends with the Löwdin charge.
CARTESIAN COORDINATES (ANGSTROEM)
Pd 0.07314 -0.57648 -0.20966  0.902
Cl -2.97530 5.90881 1.61717  0.779
C -1.96937 4.73498 0.90004  -0.631
C -2.41250 3.46886 0.77484  -0.019
C -1.55569 2.46432 0.19800  -0.144
N -1.78124 1.21260 0.00443  0.132
C -3.04464 0.63527 0.15865  -0.375
O -4.07693 1.22547 0.36274  0.129
C -3.03227 -0.83895 -0.09440  -0.173
C -4.25579 -1.48168 -0.05442  0.024
C -4.33467 -2.81828 -0.40451  -0.014
C -3.17728 -3.44767 -0.81255  -0.012
C -1.98305 -2.74323 -0.80406  -0.091
N -1.88138 -1.46028 -0.42591  0.029
C -0.18502 2.88861 -0.25239  -0.152
C 0.22162 4.27384 -0.10332  -0.013
C -0.62653 5.15603 0.44087  -0.647
Cl -0.17774 6.79456 0.61406  0.764
N 0.51946 1.94441 -0.73186  0.150
C 1.82049 2.06683 -1.21771  -0.403
O 2.18127 2.85899 -2.04811  0.149
C 2.71012 1.05602 -0.57452  -0.174
C 4.06989 1.29571 -0.59758  0.027
C 4.90985 0.46542 0.12759  -0.014
C 4.33748 -0.55411 0.86000  -0.011
C 2.96550 -0.74852 0.80144  -0.089
N 2.14102 0.02321 0.08013  0.030
H -3.39828 3.19830 1.11119  0.111
H -5.12494 -0.90742 0.23054  0.129
H -5.28032 -3.34223 -0.38053  0.124
H -3.17444 -4.47944 -1.13361  0.122
H -1.07695 -3.23116 -1.11462  0.099
H 1.19409 4.57758 -0.45800  0.121
H 4.43424 2.13751 -1.16882  0.132
H 5.97894 0.62776 0.13510  0.124
H 4.93475 -1.21575 1.47083  0.122
H 2.51553 -1.55992 1.34890  0.103
Br 2.39995 -6.72881 0.43418  0.768
C 1.73701 -4.96934 0.25381  -0.697
C 1.94605 -4.27720 -0.92859  -0.117
C 1.46144 -2.98014 -1.05939  -0.118
C 0.76408 -2.39257 -0.01023  -0.358
C 0.55426 -3.09458 1.17141  -0.128
C 1.04690 -4.38768 1.30595  -0.118
H 2.48774 -4.74267 -1.74096  0.107
H 1.63705 -2.44165 -1.98271  0.108
H 0.00545 -2.65014 1.99279  0.108
H 0.88864 -4.94099 2.22184  0.107

Calculated values
E_LUMO = -5.387 eV
spin multiplicity = 1
net charge = +1
orbital gap = 5.92 eV
highest occupied orbital energy = -11.3 eV

***

DFT total energy (computed, eV): -141375.0371 -27015.3600 -8832.5573 -9440.1056 -15525.6918 -375989.9295 -20671.9207 -133731.1715